C28H30N2O7 | ωB97M-V with the def2-TZVPD basis set

Values from the calculation:
* relative energy (zero: lowest compared OMol25 entry of this formula, charge and spin): 0.000 eV
* SMILES: COc1cc(O)c2c(c1)O[C@H](c1ccc(O)cc1)CC2=O.CNC(=O)[C@H](Cc1ccccc1)NC(C)=O

```
67
Properties=species:S:1:pos:R:3:mulliken_charge:R:1
O 0.666 4.406 5.034 -0.7222
O -2.709 0.749 -4.115 -0.8238
O 2.540 0.394 5.738 -0.6842
O 5.138 -1.092 -0.894 -0.5663
O -4.831 -0.718 -4.634 -0.6710
O -4.349 -5.440 -3.747 -0.4130
O -0.677 -2.567 -2.994 -0.5229
C 1.375 4.145 4.069 0.7790
C -2.125 -0.261 -3.732 1.0918
C 1.793 1.361 5.633 0.1640
C -0.490 1.996 -0.491 -0.7086
C 0.894 1.803 -0.340 -0.7689
C -1.368 1.630 0.543 -0.6212
C 2.829 -1.683 -0.810 -0.7554
C 3.747 -0.694 -2.808 -0.6385
C -4.624 -3.040 -4.227 -0.8149
C -2.563 -3.942 -3.395 -0.4310
C 1.572 -1.761 -1.420 -0.2364
C 2.492 -0.773 -3.425 -0.5431
C 1.403 1.284 0.864 -0.1424
C -0.860 1.114 1.748 -0.4810
C 3.917 -1.155 -1.501 0.9907
C -3.880 -4.149 -3.798 0.7149
C -4.068 -1.768 -4.226 -0.2352
C -1.985 -2.676 -3.402 0.1929
C -2.749 -1.573 -3.804 0.0616
C 1.391 -1.315 -2.741 -0.3743
C 0.529 0.956 1.920 0.6248
N 1.601 2.220 6.642 -0.0824
N 1.647 2.901 3.682 -0.0249
C -5.764 -5.648 -3.868 -0.8284
C 1.983 5.256 3.248 -1.2157
C 2.213 2.105 7.964 -0.9727
C -0.756 -0.136 -3.100 -0.2366
C 0.039 -1.393 -3.420 -0.0002
C 1.092 0.544 3.272 -1.5095
C 1.087 1.693 4.302 0.2443
H 5.811 -0.792 -1.524 0.2900
H -4.262 0.084 -4.562 0.4010
H -0.883 2.408 -1.411 0.5266
H 1.568 2.058 -1.146 0.4260
H -2.434 1.766 0.419 0.4437
H 2.966 -2.034 0.208 0.4121
H 4.586 -0.278 -3.355 0.3056
H -5.648 -3.135 -4.567 0.4238
H -1.971 -4.789 -3.069 0.4534
H 0.735 -2.172 -0.862 0.4785
H 2.375 -0.417 -4.444 0.3907
H 2.469 1.151 0.979 0.6283
H -1.536 0.867 2.554 0.4682
H 1.043 3.043 6.440 0.2938
H 2.226 2.774 2.868 0.2650
H -6.314 -5.038 -3.144 0.3618
H -6.107 -5.402 -4.878 0.3079
H -5.997 -6.699 -3.676 0.2492
H 1.643 5.169 2.217 0.3171
H 3.068 5.184 3.288 0.3243
H 1.662 6.213 3.658 0.3339
H 2.118 3.046 8.505 0.3570
H 3.272 1.860 7.860 0.3213
H 1.723 1.311 8.530 0.2824
H -0.874 -0.053 -2.020 -0.0437
H -0.244 0.753 -3.476 0.4737
H 0.190 -1.457 -4.504 0.5142
H 2.115 0.192 3.135 0.3331
H 0.506 -0.287 3.666 0.5126
H 0.044 1.899 4.547 0.3092
```



C15H22BrCl21NO | ωB97M-V with the def2-TZVPD basis set

Values from the calculation:
* charge: +1

```
61
Properties=species:S:1:pos:R:3:mulliken_charge:R:1
C 4.108 -3.529 -0.332 -0.4067
O 4.134 -2.411 -1.209 -0.2614
C 5.067 -1.464 -0.769 -0.5592
C 4.478 -0.350 0.081 -0.8105
C 3.544 0.612 -0.672 -0.9416
C 2.098 0.272 -0.910 0.2476
N 1.482 0.949 -1.805 0.0001
C 0.053 0.637 -1.865 -0.7356
C -0.185 0.196 -0.439 -0.5111
C 1.129 -0.674 -0.250 0.0127
Br 0.702 -2.282 -1.286 0.0204
H 3.480 -4.259 -0.810 -0.0860
H 5.097 -3.937 -0.171 0.3331
H 3.605 -3.273 0.598 0.2698
H 5.806 -1.986 -0.169 0.3550
H 5.594 -1.045 -1.619 0.4205
H 4.075 -0.715 1.017 0.3829
H 5.342 0.249 0.349 0.4102
H 4.000 0.825 -1.630 0.4720
H 3.493 1.518 -0.074 0.4290
H 1.895 1.663 -2.388 0.2825
H -0.452 1.602 -1.976 0.2129
H -0.300 0.021 -2.674 0.3139
H -0.992 -0.509 -0.349 0.3291
H -0.145 0.995 0.285 0.2681
H 1.309 -0.941 0.775 0.5656
C -1.164 5.087 -1.172 0.2187
Cl -1.112 6.217 -2.517 -0.1015
Cl 0.031 3.786 -1.401 -0.1473
Cl -0.895 5.900 0.358 -0.0741
H -2.145 4.630 -1.147 0.0818
C 1.014 -6.653 -1.835 0.2504
Cl 0.422 -8.251 -2.260 -0.1134
Cl 0.231 -5.410 -2.821 -0.1310
Cl 0.770 -6.325 -0.114 -0.0993
H 2.077 -6.621 -2.033 0.0736
C -4.191 6.450 3.171 0.0018
Cl -4.211 5.850 1.511 -0.0740
Cl -4.608 5.154 4.288 -0.1099
Cl -2.620 7.146 3.573 -0.1326
H -4.938 7.229 3.254 0.3114
C -5.958 2.124 1.044 -0.1016
Cl -6.936 3.485 0.506 -0.0921
Cl -4.411 2.088 0.178 -0.0884
Cl -5.698 2.201 2.784 -0.0873
H -6.489 1.209 0.820 0.3739
C -9.896 5.149 2.765 0.0535
Cl -10.800 6.601 2.337 -0.1177
Cl -8.186 5.522 3.000 -0.0447
Cl -10.572 4.391 4.206 -0.1174
H -9.977 4.447 1.946 0.2360
C 7.333 -5.100 -2.734 0.0001
Cl 7.863 -4.369 -1.215 -0.1313
Cl 8.194 -6.604 -3.036 -0.1102
Cl 5.585 -5.368 -2.721 -0.0716
H 7.559 -4.412 -3.536 0.3046
C -0.948 -3.626 2.137 0.2112
Cl -1.911 -2.227 1.645 -0.0935
Cl 0.755 -3.178 2.322 -0.1104
Cl -1.572 -4.312 3.629 -0.1059
H -1.015 -4.376 1.360 0.1250
```



C46H55BrCsN8O3S | ωB97M-V with the def2-TZVPD basis set

Values from the calculation:
* charge: -1

```
115
Properties=species:S:1:pos:R:3:mulliken_charge:R:1
Cs -0.478 2.032 0.710 1.4076
C 5.312 1.060 3.060 -1.2507
C 4.142 1.303 3.942 1.0898
N 4.172 1.501 5.212 -0.9294
N 2.848 1.680 5.540 0.2518
C 1.988 1.619 4.515 0.0829
S 0.336 1.790 4.544 -0.2891
N 2.843 1.376 3.471 0.2997
N 2.421 1.212 2.166 -0.2908
H 6.197 0.917 3.676 0.3912
H 5.477 1.914 2.398 0.2539
H 5.153 0.176 2.441 0.2417
H 2.584 1.858 6.489 0.1774
H 2.510 0.246 1.867 -0.1964
H 2.929 1.829 1.547 0.1583
C -4.040 -2.820 0.261 -1.4558
C -2.587 -3.061 -0.170 1.5417
C -2.577 -3.975 -1.402 -1.3159
C -1.719 -3.608 0.956 0.7429
C -2.142 -4.722 1.675 0.1578
C -1.410 -5.216 2.747 -1.2984
C -0.233 -4.566 3.099 -0.8483
C 0.247 -3.464 2.393 0.5193
C 1.552 -2.850 2.871 0.0936
C 2.596 -2.559 1.785 -1.1848
C 1.264 -1.587 3.680 -0.2281
C -0.483 -2.958 1.281 -0.3107
N -0.089 -1.834 0.592 0.4142
C 0.194 -1.953 -0.743 -1.4487
C 0.232 -0.907 -1.649 -2.7810
N -0.026 0.420 -1.323 3.0428
C -0.390 1.302 -2.307 -0.5776
C 0.397 2.473 -2.502 1.5232
C 0.066 3.378 -3.508 -0.2555
C -1.045 3.181 -4.317 -1.5829
C -1.857 2.072 -4.090 -0.3077
C -1.569 1.143 -3.099 0.1635
C -2.548 0.014 -2.823 2.0326
C -3.903 0.571 -2.371 -1.4972
C -2.728 -0.917 -4.026 -1.6146
C 1.646 2.627 -1.654 3.5625
C 2.048 4.082 -1.410 -1.9654
C 2.810 1.840 -2.263 -1.8526
C 0.694 -1.429 -2.948 0.4155
C 0.968 -0.893 -4.185 0.7808
C 1.436 -1.751 -5.230 -1.0524
C 1.637 -3.095 -5.060 -1.1795
C 1.377 -3.677 -3.777 1.3078
C 1.566 -5.042 -3.398 -0.9422
C 1.306 -5.421 -2.108 -1.1179
C 0.843 -4.504 -1.112 0.7309
C 0.638 -3.191 -1.456 -0.1219
C 0.919 -2.826 -2.795 -0.7513
H -4.616 -2.415 -0.578 0.3817
H -4.112 -2.108 1.087 0.1200
H -4.524 -3.750 0.580 0.3762
H -2.156 -2.101 -0.458 -0.9060
H -2.991 -4.960 -1.153 0.3603
H -1.564 -4.114 -1.784 0.0219
H -3.185 -3.542 -2.205 0.4142
H -3.067 -5.222 1.393 0.2939
H -1.746 -6.089 3.296 0.3101
H 0.348 -4.942 3.938 0.2831
H 2.000 -3.582 3.549 0.5937
H 2.257 -1.749 1.136 -0.2708
H 2.760 -3.426 1.141 0.4224
H 3.556 -2.299 2.255 0.4519
H 0.845 -0.823 3.018 -0.6235
H 2.183 -1.199 4.146 0.4166
H 0.541 -1.778 4.479 0.3748
H 0.696 4.246 -3.684 0.2407
H -1.279 3.883 -5.109 0.3558
H -2.748 1.939 -4.700 0.3247
H -2.141 -0.575 -2.003 -1.2642
H -4.395 1.121 -3.182 0.3357
H -3.787 1.249 -1.521 0.3642
H -4.567 -0.245 -2.064 0.2916
H -3.105 -0.366 -4.897 0.4130
H -3.446 -1.710 -3.791 0.4247
H -1.781 -1.387 -4.301 0.1762
H 1.421 2.155 -0.695 -2.6672
H 2.420 4.552 -2.326 0.4045
H 2.851 4.130 -0.667 0.3695
H 1.204 4.672 -1.046 0.3661
H 3.082 2.260 -3.237 0.3132
H 2.525 0.795 -2.404 0.3418
H 3.695 1.876 -1.613 0.3964
H 0.826 0.163 -4.393 0.4489
H 1.638 -1.311 -6.201 0.4086
H 1.999 -3.713 -5.876 0.3638
H 1.920 -5.764 -4.128 0.3642
H 1.454 -6.458 -1.823 0.4172
H 0.649 -4.867 -0.108 0.3643
O -0.075 9.000 1.859 -0.5486
C -0.056 7.676 1.654 0.9478
C -1.065 7.005 0.998 -0.7017
C -0.949 5.634 0.869 -0.7213
N 0.083 4.917 1.324 0.2016
C 1.034 5.597 1.900 -0.0170
Br 2.594 4.628 2.390 -0.1567
C 1.037 6.962 2.117 -0.4880
H -0.869 9.372 1.457 0.2986
H -1.925 7.532 0.598 0.2899
H -1.733 5.073 0.368 0.4030
H 1.855 7.459 2.618 0.4654
N -2.083 -0.664 2.654 -0.0664
C -3.209 0.036 3.256 -0.2174
C -3.591 1.214 2.350 0.4641
O -4.348 2.100 2.662 -0.7336
O -2.975 1.143 1.165 -0.3357
H -1.203 -0.477 3.119 -0.3055
H -2.414 0.300 1.258 0.2827
H -2.191 -1.665 2.547 -0.0872
H -3.016 0.422 4.254 0.3915
H -4.089 -0.604 3.320 0.3241
```



no.,E_LUMO (eV),HOMO-LUMO gap (eV)
1,0.4,8.993
2,-4.0,8.302
3,1.5,3.366